[1]
Molecular formula: C16H27BeN3S4
Method: DFT, ωB97M-V/def2-TZVPD

```
! wB97M-V def2-TZVPD RIJCOSX def2/J DEFGRID3
* xyz 2 1
Be -0.1964 0.0029 3.3847
S -0.3343 -2.5651 -1.1192
S -0.3615 2.5454 -1.1018
C 1.3229 -3.2716 -1.0698
C -0.4787 -2.4389 -2.9216
C 0.2335 -1.2233 -3.5160
N -0.3397 -0.0036 -3.0060
C 0.2113 1.2289 -3.5098
C -0.5180 2.4284 -2.9040
H -1.5537 -2.3596 -3.1314
H -0.0902 -3.3662 -3.3557
H 0.1563 -1.2785 -4.6168
H 1.2983 -1.2495 -3.2483
H 0.1283 1.2904 -4.6099
H 1.2766 1.2714 -3.2461
H -1.5931 2.3312 -3.1051
H -0.1494 3.3649 -3.3359
C 1.2795 3.2949 -1.0630
H -1.3574 -0.0127 -3.0298
H 1.9463 2.8213 -1.7955
H 1.6837 3.1590 -0.0520
H 1.1847 4.3678 -1.2814
H 1.7238 -3.1112 -0.0616
H 1.9787 -2.7938 -1.8086
H 1.2547 -4.3492 -1.2714
C -3.8521 -0.0419 -0.0322
C -4.6268 -0.0384 1.0659
H -3.5035 -0.9834 -0.4735
H -3.4931 0.8968 -0.4675
H -4.9884 -0.9637 1.5163
H -4.9853 0.8885 1.5192
C -0.7607 3.0685 2.5611
C 0.6002 2.5098 2.7004
N 0.7269 1.2081 2.9592
C 2.0209 0.7191 2.8265
C 2.9155 1.6976 2.4721
S 2.1271 3.2692 2.4336
C 2.0253 -0.6936 2.8242
C 2.9300 -1.6633 2.4702
S 2.1549 -3.2426 2.4281
C 0.6214 -2.4974 2.6977
N 0.7370 -1.1936 2.9555
C -0.7341 -3.0654 2.5521
H -0.7038 4.1374 2.3316
H -1.3185 2.9263 3.5026
H -1.3027 2.5531 1.7495
H 3.9692 1.5020 2.3148
H 3.9816 -1.4597 2.3134
H -1.2903 -2.9413 3.4981
H -1.2879 -2.5446 1.7499
H -0.6692 -4.1310 2.3075
*
```

LUMO energy: -8.795 eV
energy relative to the best compared isomer or geometry (same formula, charge and spin): 0.0 kJ/mol

The Mulliken scheme yields these atomic charges, measured in e: -0.19 0.06 0.06 -0.40 -0.89 -0.63 0.03 -0.63 -0.89 0.40 0.42 0.33 0.29 0.33 0.29 0.40 0.42 -0.40 0.16 0.31 -0.26 0.31 -0.27 0.31 0.31 -0.30 -0.67 0.20 0.20 0.29 0.29 -1.33 0.67 0.18 0.29 -0.32 0.01 0.30 -0.32 0.02 0.67 0.17 -1.33 0.37 0.44 0.31 0.45 0.45 0.44 0.31 0.37

[2]
Molecular formula: C16H27Br6N5
Method: DFT, ωB97M-V/def2-TZVPD

```
! wB97M-V def2-TZVPD RIJCOSX def2/J DEFGRID3
* xyz 0 1
Br -4.6106 -0.6218 -2.0543
C -3.6795 0.8540 -2.9537
C -3.7986 1.9817 -1.9202
Br -2.4389 1.8102 -0.4330
H -4.3123 0.9744 -3.8910
H -2.6731 0.5986 -3.2112
H -4.7140 2.0934 -1.2772
H -3.6523 2.9403 -2.3670
Br -3.0521 -3.7340 -0.8067
C -3.4036 -2.5615 0.7582
C -2.1664 -1.7611 1.0587
Br -2.3852 -0.8269 2.8634
H -3.6530 -3.1748 1.5909
H -4.2670 -1.9344 0.4656
H -2.1113 -0.9071 0.4368
H -1.2205 -2.3637 1.0395
Br 0.4031 2.2900 2.2441
C 0.7186 0.5826 1.5221
C 1.4408 0.7047 0.1410
Br 1.3528 -1.0510 -0.6814
H -0.2688 0.0431 1.5404
H 1.3058 0.0507 2.3260
H 2.5210 0.9763 0.3693
H 0.9168 1.4729 -0.4056
C -0.2617 -2.0330 -3.4639
C -0.3497 -0.5837 -3.9726
N -0.4799 0.5030 -4.3483
H -0.0194 -1.8452 -2.4592
H 0.4408 -2.4740 -4.1212
H -1.2474 -2.4552 -3.6752
C 1.3895 -3.9135 2.0278
C 1.0074 -4.1024 0.6348
N 0.6455 -4.1651 -0.4371
H 0.6190 -4.2976 2.7070
H 1.6254 -2.8103 2.0986
H 2.3579 -4.4268 2.1974
C -0.9809 5.4925 -0.8574
C -2.0404 5.2940 -1.7398
N -3.0090 5.3103 -2.3339
H -0.8882 6.5417 -0.6224
H 0.0182 5.1232 -1.1541
H -1.0813 5.0543 0.1521
C 4.8192 0.2741 -1.6237
C 4.9580 0.1033 -0.2516
N 5.0385 0.0274 0.8888
H 5.3661 1.1824 -1.9571
H 3.7885 0.4823 -1.8680
H 5.0696 -0.5922 -2.2667
C 3.1549 0.2574 5.1689
C 2.1000 -0.6770 4.8364
N 1.3340 -1.4062 4.4175
H 3.7137 0.3816 4.2184
H 3.8526 0.0467 5.9835
H 2.8073 1.2712 5.4665
*
```

LUMO energy: 0.328 eV

The Mulliken scheme yields these atomic charges, measured in e: -0.13 -0.04 -0.63 -0.03 0.36 -0.11 0.39 0.26 -0.15 -0.66 0.06 -0.12 0.47 0.32 -0.03 0.10 -0.11 0.41 -0.28 -0.15 -0.70 -0.02 0.26 0.40 0.21 0.23 -0.53 -0.56 0.35 0.27 -0.42 0.23 -0.38 0.30 -0.08 0.37 -0.83 0.54 -0.47 0.31 0.26 0.21 -0.77 0.50 -0.44 0.29 0.20 0.27 -0.72 0.41 -0.37 0.17 0.34 0.25

[3]
Molecular formula: C16H27BrN3O7PS3
Method: DFT, ωB97M-V/def2-TZVPD

```
! wB97M-V def2-TZVPD RIJCOSX def2/J DEFGRID3
* xyz 0 1
O 5.9996 -0.7522 4.8667
C 5.2164 -0.4433 3.9470
C 3.8033 -1.1642 3.6348
C 3.4021 -0.5860 2.1776
C 2.9049 -1.6855 1.1225
C 1.3371 -1.9926 1.4452
S 0.2095 -1.1011 0.2627
C -0.8955 0.0653 1.1475
N -2.2715 0.2974 0.8641
N -2.6389 1.2499 1.7841
C -1.5249 1.5940 2.5856
O -0.3770 0.8308 2.2250
C 4.4134 0.5762 1.7334
P 5.6842 0.2717 0.3577
O 4.9437 -0.2073 -1.1084
Br 6.4720 2.3812 -0.1031
N 5.3127 0.6514 2.9553
H 3.0673 -0.7298 4.4021
H 3.9135 -2.2985 3.6130
H 2.4373 0.0083 2.4012
H 3.4693 -2.6591 1.3587
H 2.9981 -1.3852 0.0295
H 1.1375 -3.1167 1.2847
H 1.0844 -1.6730 2.5198
H -1.5012 2.3483 3.4380
H 3.9856 1.6322 1.5757
H 5.1498 -1.1691 -1.1897
H 6.3151 0.5563 2.6865
O -3.9280 5.3667 2.3264
S -4.1511 5.3681 0.8982
O -3.3523 6.1651 -0.0056
C -4.1593 3.6793 0.3255
C -5.6107 3.2410 0.4660
C -6.4505 4.4162 -0.0398
C -5.8853 5.6894 0.5927
H -3.4709 3.0807 0.9212
H -3.8484 3.6804 -0.7217
H -5.8099 2.3278 -0.0981
H -5.8432 3.0468 1.5181
H -6.3696 4.4790 -1.1298
H -7.5081 4.2916 0.2033
H -5.9819 6.5474 -0.0733
H -6.3622 5.9064 1.5499
O 1.6139 -3.0257 -2.0313
S 1.4037 -3.0314 -3.4617
O 2.2088 -2.2380 -4.3613
C 1.4047 -4.7239 -4.0267
C -0.0476 -5.1646 -3.8971
C -0.8848 -3.9937 -4.4159
C -0.3279 -2.7161 -3.7843
H 2.0897 -5.3176 -3.4219
H 1.7253 -4.7266 -5.0706
H -0.2400 -6.0809 -4.4587
H -0.2893 -5.3545 -2.8463
H -0.7943 -3.9358 -5.5054
H -1.9441 -4.1193 -4.1817
H -0.4204 -1.8616 -4.4552
H -0.8140 -2.4955 -2.8322
*
```

LUMO energy: 0.109 eV

The Mulliken scheme yields these atomic charges, measured in e: -0.57 0.33 -0.53 0.49 -0.54 -0.69 -0.04 0.14 -0.47 -0.21 0.01 -0.13 -0.30 -0.02 -0.44 -0.22 -0.31 0.27 0.34 -0.03 0.25 0.41 0.43 0.41 0.38 0.41 0.36 0.24 -0.66 1.16 -0.68 -0.12 -0.64 -0.66 -0.64 -0.11 0.37 0.37 0.30 0.31 0.33 0.34 0.36 -0.55 1.12 -0.71 -0.74 -0.55 -0.65 -0.55 0.39 0.35 0.35 0.29 0.28 0.34 0.38 0.26

[4]
Molecular formula: C16H27Cl3CoF5GeN4O2SSeSi
Method: DFT, ωB97M-V/def2-TZVPD

```
! wB97M-V def2-TZVPD RIJCOSX def2/J DEFGRID3
* xyz 0 5
Co -3.1086 10.5468 16.7540
C -1.1191 6.5539 17.1566
N -0.9547 7.5559 18.1954
C -1.1520 7.2542 19.5977
C -1.1441 8.6308 20.2028
N -0.7465 9.5592 19.0794
C -0.8840 8.8766 17.9397
S -0.7526 9.6543 16.3924
H -1.9242 5.9337 17.4626
H -0.1521 6.0543 16.9968
H -1.3849 6.9777 16.1705
H -0.2720 6.6741 19.8901
H -2.0180 6.6454 19.6898
H -0.4130 8.7038 20.9757
H -2.0563 8.9333 20.6188
H -0.9303 10.5590 19.0089
C -0.1628 11.0440 12.9409
Ge -0.1941 9.4010 11.9085
C -1.4005 9.3170 10.3323
C 1.6258 8.6941 11.3593
C -0.6789 7.8734 13.1913
Se -2.5062 8.1680 13.8309
C -3.3906 7.2747 12.4564
H 0.2529 11.9286 12.4315
H 0.2546 10.9610 13.9052
H -1.1967 11.1889 13.1885
H -1.2979 10.2190 9.7457
H -2.3914 9.2254 10.6816
H -1.1569 8.4678 9.6849
H 2.2275 9.4515 10.8535
H 1.4524 7.8185 10.6903
H 2.1665 8.4127 12.3143
H 0.0458 8.0572 14.0435
H -0.6498 6.8886 12.6508
H -4.4539 7.4846 12.4717
H -3.3621 6.2270 12.7242
H -2.9684 7.5276 11.4511
Cl -6.1182 12.1662 15.0513
Si -4.6405 10.7100 14.8204
Cl -5.7704 8.9053 14.3646
Cl -3.8907 11.3016 12.8287
F -2.1011 12.6023 18.6554
C -2.4755 12.5394 17.3223
F -1.2757 12.8616 16.6797
C -3.2928 13.7739 17.1144
F -3.4675 14.1786 15.8173
F -4.5148 13.6491 17.6278
F -2.6983 14.8813 17.6616
C -4.9618 4.5095 16.8470
N -4.5480 5.8067 17.4053
C -4.8381 6.1612 18.7203
C -4.5871 7.4172 19.0960
C -4.0926 8.3799 18.1331
O -3.8311 9.5836 18.4647
N -3.8896 7.9849 16.8838
C -4.1065 6.6898 16.4656
O -3.8909 6.2814 15.3652
H -4.0672 4.0013 16.5186
H -5.6289 4.7007 15.9903
H -5.4455 3.9566 17.6329
H -5.1656 5.3763 19.4122
H -4.8385 7.7244 20.1226
*
```

LUMO energy (alpha / beta): 0.034 / -2.734 eV
expectation value of S²: 6.012

The Mulliken scheme yields these atomic charges, measured in e: 0.37 -0.84 0.26 -0.43 -0.72 -0.05 -0.21 -0.29 0.46 0.29 -0.05 0.44 0.29 0.41 0.32 0.33 -0.96 0.76 -1.22 -1.20 -1.11 0.36 -1.00 0.39 0.38 0.17 0.42 0.37 0.32 0.40 0.33 0.33 0.45 0.52 0.33 0.36 0.29 -0.31 0.43 -0.34 -0.35 -0.31 0.62 -0.30 0.55 -0.24 -0.22 -0.30 -1.02 0.28 0.03 -1.20 0.84 -0.70 0.75 -0.51 -0.61 0.28 0.29 0.34 0.33 0.44

| no. | maximum force (eV/A) |
| --- | --- |
| 1 | 3.09 |
| 2 | 4.14 |
| 3 | 5.95 |
| 4 | 4.18 |